[1]
The following is a quantum chemistry calculation of a 10-piece molecular cluster, C41H57N8O15 overall in a non-equilibrium geometry, from the Open Molecules 2025 dataset.

Geometry as XYZ:
```
121
Properties=species:S:1:pos:R:3:forces:R:3:mulliken_charge:R:1
C -5.78450 23.84426 11.13528 -0.7 -0.7 0.5 -1.623
C -5.65313 24.73040 12.36656 0.5 -0.9 0.1 0.259
N -6.25044 26.04465 12.16837 -0.2 0.3 -0.4 0.519
C -5.70753 27.26909 12.47598 0.0 -0.4 0.2 -0.021
C -6.68077 28.18400 12.27385 0.0 1.2 0.0 -0.960
N -7.78632 27.53980 11.80290 -0.1 -1.5 -0.1 0.332
C -7.49586 26.23431 11.73220 0.1 0.1 0.2 -0.524
C -9.04043 28.11150 11.32496 0.2 0.7 0.2 -0.971
H -5.41370 24.28315 10.21303 0.0 0.2 0.1 0.338
H -6.82412 23.51583 11.03938 -0.1 0.3 -0.4 0.486
H -5.28225 22.88956 11.30119 0.4 0.2 0.1 0.425
H -4.59957 24.76255 12.64632 0.0 0.9 -0.1 -0.064
H -6.13297 24.29157 13.24332 -0.1 -0.1 -0.1 0.146
H -4.68025 27.34911 12.77698 -0.2 0.2 0.3 0.326
H -6.70278 29.25016 12.43386 0.3 0.0 0.0 0.827
H -8.15628 25.46924 11.36618 0.0 0.0 0.1 0.449
H -9.88867 27.97644 11.99358 0.3 -0.3 0.2 0.341
H -9.27867 27.67558 10.35931 0.0 0.2 -0.1 0.398
H -8.86950 29.18521 11.27493 -0.2 0.0 -0.3 0.334
O -4.34200 30.94701 14.23039 -0.7 -0.3 -0.5 -1.094
C -4.13935 29.84482 15.01770 2.5 -0.8 -1.5 2.626
C -5.22195 29.02563 15.68886 -2.5 1.0 1.6 1.548
O -5.81470 29.54720 16.86492 0.1 -0.4 -0.7 -1.051
H -3.28927 29.96574 15.71373 -0.7 0.3 0.7 -1.329
H -3.56940 29.11081 14.36170 -0.5 -0.6 0.0 -1.909
H -4.95618 27.97405 15.91618 0.8 0.0 -0.5 -0.147
H -6.07728 28.94911 14.98029 0.6 -0.2 -0.8 -1.375
C -1.98822 33.46509 11.79163 0.1 0.1 -0.3 -0.614
C -1.39601 33.92233 10.62422 0.5 0.2 0.1 -0.248
C -1.90822 35.02967 9.96096 -0.4 -0.5 0.1 0.068
C -3.12146 35.55988 10.37762 0.3 -0.1 -0.2 -0.225
C -3.79021 35.02380 11.47107 -0.1 0.1 -0.6 -0.484
C -3.23575 33.95043 12.15559 -0.1 0.1 0.8 0.446
O -3.92966 33.42928 13.19947 0.2 0.2 -0.5 -0.496
O -1.36088 35.53636 8.79392 0.1 0.0 -0.4 -0.551
H -1.45895 32.75400 12.41344 -0.3 -0.3 -0.1 0.516
H -0.51837 33.39694 10.26285 0.1 0.3 0.0 0.384
H -3.49132 36.34122 9.72310 -0.4 0.2 0.4 0.375
H -4.77806 35.36988 11.74490 0.0 0.0 0.1 0.439
H -3.76035 32.46614 13.27085 -0.2 -0.1 1.0 0.290
H -0.50173 35.93592 8.94931 0.0 -0.1 0.2 0.338
C -9.41117 27.70222 19.43126 0.7 -0.7 -0.5 -0.550
C -8.19734 27.89857 18.77050 -1.5 0.3 0.5 -0.482
C -7.21766 26.93361 18.82612 0.7 0.2 -0.9 0.145
C -7.49939 25.68645 19.35561 0.3 -0.5 0.9 -0.352
C -8.72041 25.41516 19.96814 -0.3 1.2 -1.0 -0.799
C -9.66327 26.45302 19.98689 -0.1 -0.9 0.5 0.743
O -10.92082 26.27246 20.52080 -1.0 0.7 0.0 -0.560
O -6.01341 27.20942 18.26454 -0.1 -0.6 -0.2 -0.604
H -10.15757 28.48319 19.44102 -0.1 -0.1 0.0 0.458
H -8.06907 28.81311 18.20899 0.4 0.0 0.1 0.619
H -6.73101 24.92314 19.41693 0.1 0.1 -0.4 0.472
H -8.97824 24.39556 20.22210 0.0 0.1 0.4 0.290
H -11.09140 25.47008 21.01314 0.7 -0.3 -0.1 0.287
H -6.09353 28.06769 17.74586 0.5 0.6 0.1 0.279
C -1.05453 24.15319 12.81547 0.5 -0.5 -0.2 -0.674
C -1.56262 25.01506 11.86138 -0.9 0.1 0.7 -0.827
C -2.05712 26.24651 12.28971 -0.6 -0.1 -0.8 0.330
C -1.98005 26.62475 13.61267 0.1 -0.5 0.8 0.162
C -1.36702 25.77721 14.55416 -0.9 0.6 -0.8 -0.743
C -0.99303 24.50801 14.15729 1.0 0.5 0.6 0.701
O -0.44295 23.72149 15.15583 -0.1 -0.2 -0.6 -0.552
O -2.74961 26.97994 11.35624 0.1 -0.1 0.2 -0.491
H -0.62059 23.22212 12.46192 -0.2 -0.2 0.3 0.299
H -1.85921 24.65022 10.88680 0.6 0.2 -0.2 0.408
H -2.53018 27.49203 13.96635 0.4 0.3 -0.1 0.417
H -1.25002 26.13867 15.56620 0.0 -0.3 0.1 0.450
H -0.09321 22.91700 14.75791 0.0 0.0 0.1 0.310
H -3.06519 27.80852 11.75137 0.1 0.5 -0.2 0.235
C -3.69123 22.51164 16.15708 -0.7 0.2 -0.5 -0.796
C -4.41113 23.67852 15.90958 0.6 -0.6 1.2 -0.065
C -5.76951 23.73610 16.20049 0.6 0.8 -1.3 0.245
C -6.46750 22.61701 16.61157 -0.5 0.1 1.1 -0.642
C -5.76722 21.46703 16.94555 1.7 0.3 -0.7 -0.654
C -4.39630 21.40448 16.61185 -0.7 -0.4 0.0 0.773
O -3.74614 20.19781 16.70909 0.9 0.0 0.2 -0.555
O -6.39495 24.92719 15.93562 -0.6 -0.2 0.1 -0.390
H -2.63843 22.51509 15.91126 0.1 -0.4 0.2 0.486
H -3.84129 24.57318 15.68324 -0.2 0.1 -0.3 0.409
H -7.52249 22.71926 16.83624 0.0 0.0 0.0 0.394
H -6.11164 20.60796 17.50567 -0.7 0.0 -0.3 0.372
H -4.34921 19.45464 16.65596 -0.3 0.2 0.1 0.306
H -5.75639 25.63759 16.08552 -0.2 0.2 0.2 0.161
C -3.57989 29.78263 9.51377 -0.3 0.9 0.2 -0.700
C -3.82966 30.44183 8.30684 1.0 -1.2 0.1 -0.656
C -4.42694 31.67219 8.29150 -0.3 1.0 -0.2 0.888
C -4.83713 32.28453 9.47548 -0.4 -0.6 -0.4 -0.534
C -4.65851 31.62386 10.67385 0.0 -0.3 0.1 -1.165
C -4.01315 30.38707 10.68366 0.0 -0.1 0.7 0.629
O -3.77862 29.73466 11.85486 0.4 -1.1 -0.2 -0.020
O -4.59646 32.33807 7.08800 0.0 -0.4 0.0 -0.603
H -2.97787 28.88932 9.60199 -0.2 -0.2 -0.3 0.476
H -3.42868 29.95785 7.42393 -0.2 0.4 -0.3 0.380
H -5.39903 33.20787 9.38710 0.2 0.2 0.3 0.229
H -4.97131 32.01788 11.63346 -0.2 0.2 -0.2 0.934
H -3.98701 30.22263 12.70240 -0.4 0.9 0.7 -0.137
H -5.00658 33.18700 7.27393 0.0 0.0 0.0 0.272
C -7.87827 30.76871 20.03054 0.2 -0.6 0.5 0.643
O -6.95117 30.09152 20.43152 -0.2 0.1 0.2 -0.606
N -8.98984 31.04308 20.79948 -0.1 0.5 -0.4 -0.407
N -7.96316 31.21660 18.75302 0.5 0.6 -1.3 -0.266
H -9.09742 30.64994 21.71257 0.2 0.0 0.1 0.223
H -9.63338 31.73194 20.45886 -0.3 -0.1 0.2 0.160
H -8.54260 31.97285 18.43442 -0.4 -0.1 0.4 0.159
H -7.18469 31.04741 18.12024 0.2 -0.4 0.4 0.132
C -0.03940 30.14817 16.51059 0.3 1.8 -0.2 0.459
O 1.02185 30.31666 17.09795 0.0 -0.7 -0.2 -0.695
N -0.14366 29.61352 15.24002 0.0 -0.2 1.0 -0.267
N -1.20937 30.68837 16.93751 -1.0 -0.2 -0.1 -0.150
H -1.06259 29.48770 14.85621 0.2 -0.1 -0.5 0.245
H 0.71656 29.44994 14.75613 -0.2 -0.2 -0.2 0.164
H -1.38100 31.17484 17.79605 0.7 -0.2 0.3 0.190
H -2.03919 30.60259 16.37241 0.1 0.0 0.0 0.503
C -8.85181 30.56093 14.73869 -0.5 0.6 1.7 0.399
O -9.86598 31.09594 14.28826 0.3 -0.3 -0.4 -0.776
N -7.98231 31.13717 15.59781 0.0 -1.1 -1.0 0.030
N -8.61402 29.20985 14.59709 -0.9 0.4 -1.0 -0.011
H -8.13618 32.06399 15.93551 0.3 0.1 -0.2 0.219
H -7.25226 30.48002 15.90158 0.6 0.9 1.0 -0.044
H -9.40366 28.78684 14.14350 0.4 -0.6 0.0 0.177
H -7.73233 28.76881 14.78906 -0.1 -0.2 0.2 -0.011
```
Forces are in eV/Å.

- lowest unoccupied orbital energy (eV) = 1.46
- net charge = -1



[2]
The following is a quantum chemistry calculation of a 15-piece molecular cluster, C21H72N10O15 overall in a non-equilibrium geometry, from the Open Molecules 2025 dataset.

Geometry as XYZ:
```
118
Properties=species:S:1:pos:R:3:forces:R:3:mulliken_charge:R:1
C -0.94764 2.66497 2.93772 -0.1 -0.5 -1.7 -0.346
C -1.17364 4.07897 2.43472 -0.2 -0.3 3.0 -0.717
O -0.01264 4.54397 1.86472 2.2 0.9 -2.9 -0.531
H -0.07264 2.54697 3.58772 -0.1 0.3 -0.4 0.352
H -0.81064 2.05297 2.02772 0.1 -0.2 0.7 -0.101
H -1.77464 2.25597 3.49572 -0.5 0.1 0.1 0.291
H -1.16064 4.66697 3.33272 -1.4 0.6 0.9 0.444
H -2.03764 4.30697 1.82772 -0.5 -0.5 -0.2 0.333
H -0.24564 5.31297 1.31772 0.3 -0.3 0.5 0.276
C -4.53164 -3.98003 1.82572 1.0 0.8 -0.6 -1.582
C -2.97064 -3.66803 1.70972 -1.9 1.2 0.1 1.554
O -2.29764 -4.45103 2.65572 -1.6 -1.1 -0.1 -0.668
H -4.88264 -4.93703 1.45672 0.4 -0.3 -0.3 0.367
H -5.19064 -3.21703 1.38372 0.6 0.0 -0.4 0.314
H -4.81164 -3.93703 2.84172 -0.1 -0.1 1.5 0.475
H -2.82664 -2.57603 1.95172 -0.1 -0.9 -0.2 -0.683
H -2.67464 -3.76503 0.65372 0.4 -0.4 0.4 -0.222
H -1.40864 -4.17703 2.79572 1.2 0.8 -0.3 0.318
C -1.56264 3.30597 -2.63328 -0.3 -0.2 0.9 -0.466
C -1.70064 4.06297 -1.29828 -1.0 -0.4 -2.4 0.562
O -1.62064 5.42197 -1.66628 0.3 1.0 0.3 -0.604
H -2.26964 3.69797 -3.39728 0.5 -0.1 0.7 0.435
H -1.77064 2.24997 -2.47228 0.0 -0.2 -0.1 -0.021
H -0.54564 3.41897 -2.95428 0.5 0.0 -0.7 0.024
H -1.01164 3.84997 -0.51628 0.8 -0.6 0.5 -0.448
H -2.67264 3.81297 -0.95728 -1.0 0.0 0.8 0.221
H -1.08664 5.84697 -0.99728 0.0 0.5 0.0 0.357
C -1.90964 -0.66303 4.23072 0.8 1.2 -0.1 0.317
C -1.88464 -0.16803 5.67772 1.6 -1.9 0.3 -0.741
O -1.32764 1.13197 5.84372 -0.1 -0.3 -0.6 -0.460
H -2.28064 -1.67903 4.09372 -0.2 0.1 0.2 0.258
H -0.91964 -0.59403 3.73872 -0.1 -0.3 0.7 -0.222
H -2.40764 0.07597 3.64472 -1.1 0.2 -0.6 -0.141
H -1.22864 -0.92103 6.16772 -0.1 0.5 0.2 0.240
H -2.80264 -0.24403 6.24072 -0.8 0.0 -0.3 0.442
H -1.85664 1.56597 6.50672 -0.1 0.3 0.2 0.290
C -0.70864 -3.63203 -1.60228 0.9 0.1 -1.2 -0.525
C 0.44736 -4.40803 -0.99628 -1.5 1.5 1.1 -0.282
O -0.09464 -4.96503 0.17772 0.5 -1.6 0.1 -0.607
H -1.02864 -2.73703 -1.12728 -0.1 0.6 1.2 -0.646
H -1.53864 -4.29603 -1.70328 -0.6 -0.5 0.0 0.527
H -0.46564 -3.27803 -2.58428 0.2 0.1 -1.0 0.552
H 1.30936 -3.79003 -0.74628 0.3 0.2 -0.1 0.009
H 0.76136 -5.14203 -1.71128 0.2 -0.8 0.0 0.487
H -0.11964 -4.32503 0.89872 0.2 0.5 0.0 0.237
C -0.64264 -0.23003 -3.84628 -0.8 -0.4 0.1 0.158
C 0.02236 0.52397 -4.96328 1.7 -0.6 1.2 -0.489
O -0.47664 0.14297 -6.21428 -0.2 0.3 -0.3 -0.595
H -0.48364 -1.30103 -3.88128 0.2 -0.3 -0.3 0.217
H -1.69064 -0.08003 -3.93528 -1.2 -0.1 -0.3 0.542
H -0.48464 0.03697 -2.82128 0.8 0.6 0.4 -0.336
H 1.10036 0.26097 -4.91628 -0.2 0.5 -0.1 0.235
H -0.06464 1.58397 -4.82528 -0.2 0.7 -0.1 0.106
H -0.01164 -0.67503 -6.33728 -0.1 -0.8 -0.8 0.384
C -0.17164 -0.10903 -0.01428 -4.9 -2.9 3.8 -1.276
O -1.00264 -0.80803 0.84772 3.1 2.8 -3.3 0.707
N -0.46264 1.09597 -0.40228 -1.0 2.4 -0.3 2.434
N 0.90536 -0.66703 -0.49928 2.8 -0.9 -3.4 1.942
H -1.32564 1.49997 -0.00628 0.0 -0.4 -0.1 -0.365
H 0.16136 1.74397 -0.94828 -1.1 -1.5 0.9 -0.527
H 1.09636 -1.62203 -0.29028 -0.2 -0.7 0.4 -0.688
H 1.35636 -0.35603 -1.46128 -1.2 -0.2 2.2 -0.952
C 5.48336 0.91397 -1.89028 -2.5 4.6 5.3 0.602
O 4.78736 1.62697 -0.96328 3.2 -2.6 -3.4 -0.827
N 4.85536 0.45297 -2.91028 -1.7 -1.8 -3.3 -0.401
N 6.78736 0.81097 -1.83228 1.2 -0.4 -0.3 -0.417
H 3.82336 0.57997 -2.83228 0.0 -0.1 -0.5 0.070
H 5.27336 -0.05703 -3.72228 -0.5 0.9 1.3 0.274
H 7.27236 1.00097 -0.98328 0.3 0.2 0.2 0.266
H 7.21736 0.37297 -2.62428 0.6 -0.1 0.3 0.163
C 1.96636 2.13597 -2.41328 0.6 -5.5 0.1 -0.305
O 2.16536 0.73197 -2.64028 -0.7 6.9 0.5 -0.520
N 2.07736 3.13097 -3.21228 1.8 -2.0 -6.3 -0.120
N 1.59636 2.60097 -1.26928 -0.5 0.0 3.5 0.166
H 2.37736 2.84597 -4.13328 -0.2 0.6 -0.3 0.384
H 1.97636 4.07697 -3.05328 -0.3 1.8 0.8 0.129
H 1.90936 1.95397 -0.53528 -0.1 0.7 0.9 -0.489
H 1.48536 3.61797 -1.11828 0.3 -1.3 0.2 0.318
C -4.07264 1.02997 1.08972 6.2 2.4 -3.4 0.031
O -3.12764 1.78997 0.38772 -4.4 -3.3 3.0 -0.475
N -3.81864 -0.17303 1.54972 0.1 -0.9 0.8 0.217
N -5.28764 1.43897 1.22672 -5.0 4.6 0.3 -0.396
H -2.93964 -0.57803 1.26072 0.6 -0.2 0.3 -0.984
H -4.49464 -0.69003 2.12872 0.8 0.4 -0.7 0.277
H -5.54364 2.44297 0.97572 1.1 -2.0 0.2 0.341
H -5.96364 1.14497 1.93672 0.9 -0.6 -0.4 0.201
C 2.42836 1.50797 1.66072 -3.5 -1.9 6.3 0.450
O 1.57036 0.95497 2.52172 2.9 2.7 -3.3 -0.566
N 3.09236 2.64297 1.87872 0.3 4.1 2.1 -0.325
N 2.78336 0.90797 0.59872 -0.2 -2.6 -3.7 0.576
H 2.63636 3.30897 2.55872 1.0 -1.3 -1.0 0.254
H 3.84036 3.05397 1.27772 -1.3 -0.9 0.6 0.210
H 2.04836 0.21197 0.25472 2.0 0.4 0.5 -0.600
H 3.60836 1.25797 0.08972 -0.4 -0.8 -0.4 0.268
C 4.25036 -1.85503 1.32072 0.3 0.2 -0.3 0.124
O 4.28036 -1.85903 2.72672 0.1 -3.2 -0.1 -0.582
H 4.44836 -2.76903 0.73372 0.4 -0.2 1.2 0.370
H 4.87636 -1.07603 0.91672 0.3 0.4 -0.3 0.256
H 3.26136 -1.62003 1.10272 -1.8 0.6 -1.0 -0.467
H 4.56936 -1.05003 3.05872 0.7 2.1 0.6 0.290
C -3.41664 -1.13503 -1.45628 -2.4 -0.1 0.2 0.316
O -4.01864 -0.61603 -2.62028 -0.5 0.2 -2.2 -0.654
H -3.17264 -2.22103 -1.48128 -0.5 0.8 -0.5 0.171
H -4.17664 -0.90203 -0.71628 0.4 -0.8 0.8 0.386
H -2.57964 -0.57303 -1.25028 2.2 1.0 0.8 -0.550
H -4.38764 0.29197 -2.53428 0.7 -1.2 0.6 0.343
C 1.04336 -2.71703 3.01172 -0.9 1.3 0.3 -0.831
O 0.00336 -2.86703 2.06772 0.2 -0.7 -0.3 0.572
H 0.62436 -2.40703 3.94872 -0.4 -0.1 0.9 0.255
H 1.69936 -1.90203 2.80372 0.7 0.5 -0.7 0.126
H 1.58436 -3.60903 3.15372 0.6 -1.2 -0.1 0.356
H -0.31164 -2.00103 1.71072 -0.1 0.1 -0.1 -0.362
C 2.72736 -2.25203 -3.02128 -0.7 0.7 -1.2 -0.352
O 3.54036 -1.92003 -1.91628 0.3 0.1 -0.3 -0.431
H 2.76536 -1.54703 -3.92228 0.0 -0.3 1.4 0.125
H 1.68836 -2.29403 -2.66028 0.3 0.0 -0.3 -0.100
H 2.95736 -3.20703 -3.48028 0.3 -0.5 0.3 0.418
H 4.23136 -1.30303 -2.20328 -0.4 -0.3 0.2 0.280
```
Forces are in eV/Å.

- energy above the lowest of the compared OMol25 structures with the same formula, charge and spin (kJ/mol) = 607.9
- lowest unoccupied orbital energy (eV) = -0.29
- net charge = 0



[3]
The following is a quantum chemistry calculation of CH10O4 as an isolated structure in a non-equilibrium geometry, from the Open Molecules 2025 dataset.

Geometry as XYZ:
```
15
Properties=species:S:1:pos:R:3:forces:R:3:mulliken_charge:R:1
C 0.18044 -1.76150 -1.32773 -1.2 0.2 -1.5 -0.569
O -0.11287 -0.68418 -2.26762 1.4 -4.6 -1.2 -0.675
H 0.59949 -2.66254 -1.77562 0.5 0.4 -0.6 0.290
H 0.83380 -1.47872 -0.50235 0.0 0.2 0.1 0.101
H -0.76656 -2.17219 -0.97755 -0.2 0.3 0.7 0.221
H -0.20314 0.06111 -1.66931 -0.5 0.2 -0.7 0.568
O -1.04087 1.79642 1.61313 -3.3 2.1 0.1 -0.846
H -1.74118 1.16761 1.43881 -0.5 0.0 0.2 0.309
H -0.25974 1.25733 1.73740 -0.7 0.6 0.6 0.446
O -0.26586 0.93494 -0.78570 -0.1 3.0 1.6 -0.590
H -0.95924 1.43348 -0.35337 -0.1 0.4 0.2 0.322
H 0.37897 0.77370 -0.09692 -0.1 0.0 0.0 0.424
O 0.78404 0.59158 1.51817 4.2 -2.6 0.2 -0.628
H 0.91656 -0.24105 1.97137 0.0 -0.5 0.2 0.306
H 1.65614 0.98402 1.47728 0.5 0.4 0.1 0.321
```
Forces are in eV/Å.

- energy above the lowest of the compared OMol25 structures with the same formula, charge and spin (kJ/mol) = 272.8
- lowest unoccupied orbital energy (eV) = -0.30
- net charge = 0